1.
A structure of composition C48H46AsFN2NaP2Si. Source: OMol25; level of theory: wB97M-V/def2-TZVPD.

Results
Kohn-Sham gap: 5.99 eV
total charge: -1
energy above the lowest of the compared OMol25 structures with the same formula, charge and spin: 176.3 kJ/mol
lowest unoccupied orbital energy: 2.03 eV
highest occupied orbital energy: -4.0 eV
energy: -5436.34785 Eh

Atoms and positions in Å:
Na1 -1.308 0.286 -0.399
C1 1.824 -0.998 1.608
Si1 0.956 0.686 1.704
C2 2.053 1.814 0.595
C3 2.785 2.823 1.224
C4 3.710 3.610 0.547
C5 3.958 3.378 -0.794
C6 3.244 2.382 -1.447
C7 2.279 1.635 -0.782
P1 1.311 0.390 -1.709
C8 0.657 1.128 -3.249
C9 0.844 2.448 -3.656
C10 0.266 2.910 -4.826
C11 -0.518 2.071 -5.609
C12 -0.729 0.764 -5.203
C13 -0.147 0.301 -4.029
C14 2.744 -0.566 -2.424
C15 3.690 -1.065 -1.520
C16 4.708 -1.908 -1.930
C17 4.813 -2.283 -3.263
C18 3.892 -1.793 -4.174
C19 2.871 -0.946 -3.759
C20 1.087 1.319 3.486
C21 2.175 1.474 4.344
C22 1.988 1.919 5.645
C23 0.708 2.220 6.098
C24 -0.385 2.076 5.255
C25 -0.191 1.628 3.949
P2 -1.483 1.202 2.646
C26 -1.587 2.752 1.664
C27 -0.610 3.740 1.727
C28 -0.694 4.867 0.924
C29 -1.763 5.029 0.056
C30 -2.753 4.059 -0.003
C31 -2.661 2.931 0.794
C32 -2.954 1.519 3.760
C33 -3.583 0.465 4.422
C34 -4.616 0.694 5.321
C35 -5.042 1.987 5.581
C36 -4.430 3.048 4.932
C37 -3.400 2.814 4.031
H1 2.881 -0.875 1.868
H2 1.777 -1.420 0.603
H3 1.376 -1.711 2.297
H4 2.636 3.012 2.280
H5 4.246 4.387 1.079
H6 4.696 3.959 -1.334
H7 3.443 2.181 -2.494
H8 1.404 3.124 -3.026
H9 0.414 3.942 -5.122
H10 -0.973 2.440 -6.520
H11 -1.354 0.102 -5.791
H12 -0.330 -0.721 -3.708
H13 3.629 -0.780 -0.477
H14 5.423 -2.276 -1.203
H15 5.605 -2.947 -3.586
H16 3.963 -2.067 -5.221
H17 2.173 -0.570 -4.497
H18 3.177 1.239 3.999
H19 2.837 2.026 6.311
H20 0.563 2.564 7.115
H21 -1.378 2.307 5.620
H22 0.231 3.630 2.397
H23 0.089 5.615 0.969
H24 -1.821 5.904 -0.580
H25 -3.591 4.175 -0.680
H26 -3.447 2.184 0.755
H27 -3.269 -0.552 4.229
H28 -5.090 -0.144 5.817
H29 -5.847 2.167 6.284
H30 -4.752 4.064 5.125
H31 -2.930 3.657 3.541
C38 -2.505 -3.336 -2.835
As1 -1.583 -2.578 -1.278
C39 -2.264 -3.790 0.086
C40 0.245 -3.328 -1.503
C41 0.313 -4.633 -2.217
C42 0.171 -5.847 -1.545
C43 0.187 -7.050 -2.234
C44 0.352 -7.066 -3.611
C45 0.509 -5.867 -4.292
C46 0.490 -4.666 -3.601
H32 -2.364 -4.415 -2.907
H33 -2.148 -2.867 -3.752
H34 -3.567 -3.114 -2.723
H35 -2.117 -4.832 -0.203
H36 -3.324 -3.583 0.220
H37 -1.758 -3.565 1.026
H38 0.628 -3.403 -0.482
H39 0.839 -2.569 -2.013
H40 0.057 -5.844 -0.467
H41 0.077 -7.980 -1.690
H42 0.367 -8.006 -4.149
H43 0.652 -5.866 -5.365
H44 0.626 -3.731 -4.135
N1 -0.972 -1.941 2.915
C47 -1.535 -0.843 2.653
H45 -0.512 -1.912 3.827
N2 -3.545 -0.646 1.240
C48 -2.398 -0.229 1.666
H46 -4.053 0.123 0.799
F1 -0.354 1.961 -1.016

Atom charges from the Löwdin analysis, given in e for atoms 1 to 99: atom 1 (Na): 0.09, atom 2 (C): -0.21, atom 3 (Si): 0.74, atom 4 (C): -0.25, atom 5 (C): -0.11, atom 6 (C): -0.09, atom 7 (C): -0.09, atom 8 (C): -0.11, atom 9 (C): -0.37, atom 10 (P): 1.08, atom 11 (C): -0.36, atom 12 (C): -0.07, atom 13 (C): -0.09, atom 14 (C): -0.11, atom 15 (C): -0.10, atom 16 (C): -0.13, atom 17 (C): -0.35, atom 18 (C): -0.10, atom 19 (C): -0.09, atom 20 (C): -0.11, atom 21 (C): -0.10, atom 22 (C): -0.10, atom 23 (C): -0.30, atom 24 (C): -0.10, atom 25 (C): -0.10, atom 26 (C): -0.10, atom 27 (C): -0.06, atom 28 (C): -0.30, atom 29 (P): 0.87, atom 30 (C): -0.33, atom 31 (C): -0.09, atom 32 (C): -0.07, atom 33 (C): -0.09, atom 34 (C): -0.08, atom 35 (C): -0.10, atom 36 (C): -0.28, atom 37 (C): -0.08, atom 38 (C): -0.09, atom 39 (C): -0.11, atom 40 (C): -0.10, atom 41 (C): -0.09, atom 42 (H): 0.03, atom 43 (H): -0.02, atom 44 (H): 0.00, atom 45 (H): 0.08, atom 46 (H): 0.09, atom 47 (H): 0.09, atom 48 (H): 0.11, atom 49 (H): 0.10, atom 50 (H): 0.10, atom 51 (H): 0.09, atom 52 (H): 0.10, atom 53 (H): 0.08, atom 54 (H): 0.09, atom 55 (H): 0.10, atom 56 (H): 0.09, atom 57 (H): 0.09, atom 58 (H): 0.09, atom 59 (H): 0.10, atom 60 (H): 0.09, atom 61 (H): 0.09, atom 62 (H): 0.09, atom 63 (H): 0.09, atom 64 (H): 0.10, atom 65 (H): 0.09, atom 66 (H): 0.10, atom 67 (H): 0.10, atom 68 (H): 0.10, atom 69 (H): 0.10, atom 70 (H): 0.09, atom 71 (H): 0.10, atom 72 (H): 0.10, atom 73 (C): -0.32, atom 74 (As): 1.17, atom 75 (C): -0.31, atom 76 (C): -0.33, atom 77 (C): -0.31, atom 78 (C): -0.06, atom 79 (C): -0.09, atom 80 (C): -0.11, atom 81 (C): -0.09, atom 82 (C): -0.06, atom 83 (H): 0.02, atom 84 (H): 0.01, atom 85 (H): 0.02, atom 86 (H): 0.01, atom 87 (H): 0.02, atom 88 (H): 0.00, atom 89 (H): 0.07, atom 90 (H): 0.03, atom 91 (H): 0.11, atom 92 (H): 0.10, atom 93 (H): 0.09, atom 94 (H): 0.10, atom 95 (H): 0.11, atom 96 (N): 0.09, atom 97 (C): -0.41, atom 98 (H): 0.05, atom 99 (N): 0.09

=====

2.
A structure of composition C48H47AlNO4P3S3. Source: OMol25; level of theory: wB97M-V/def2-TZVPD.

Results
Kohn-Sham gap: 6.41 eV
energy above the lowest of the compared OMol25 structures with the same formula, charge and spin: 32.1 kJ/mol
lowest unoccupied orbital energy: -0.48 eV
highest occupied orbital energy: -6.9 eV
energy: -4674.22978 Eh

Atoms and positions in Å:
Al1 -0.615 -0.390 -0.007
S1 0.217 -3.808 -2.294
P1 1.448 -2.653 -1.249
C1 0.849 -1.642 0.010
P2 0.449 -2.311 1.540
S2 -1.500 -1.818 1.804
C2 1.397 -1.524 2.882
C3 1.145 -1.846 4.215
C4 1.831 -1.203 5.230
C5 2.770 -0.223 4.923
C6 3.018 0.108 3.601
C7 2.331 -0.543 2.583
C8 0.695 -4.087 1.806
C9 1.798 -4.580 2.499
C10 1.967 -5.947 2.654
C11 1.043 -6.827 2.109
C12 -0.053 -6.339 1.410
C13 -0.231 -4.973 1.262
C14 2.420 -1.574 -2.368
C15 2.859 -2.072 -3.592
C16 3.681 -1.308 -4.405
C17 4.065 -0.031 -4.008
C18 3.626 0.474 -2.793
C19 2.812 -0.299 -1.974
C20 2.806 -3.667 -0.550
C21 3.796 -3.038 0.204
C22 4.844 -3.769 0.738
C23 4.915 -5.140 0.516
C24 3.936 -5.768 -0.239
C25 2.885 -5.034 -0.773
H1 0.404 -2.600 4.458
H2 1.630 -1.458 6.262
H3 3.300 0.284 5.720
H4 3.741 0.876 3.357
H5 2.504 -0.288 1.543
H6 2.533 -3.900 2.909
H7 2.831 -6.322 3.188
H8 1.179 -7.896 2.226
H9 -0.771 -7.024 0.975
H10 -1.080 -4.590 0.709
H11 2.542 -3.062 -3.903
H12 4.027 -1.709 -5.350
H13 4.710 0.565 -4.644
H14 3.918 1.469 -2.478
H15 2.474 0.080 -1.016
H16 3.737 -1.970 0.382
H17 5.606 -3.271 1.327
H18 5.734 -5.715 0.932
H19 3.984 -6.838 -0.407
H20 2.106 -5.511 -1.356
N1 -2.589 -0.219 -0.622
C26 -3.513 0.424 -0.788
C27 -4.623 1.300 -0.990
C28 -4.847 2.309 -0.054
C29 -5.908 3.174 -0.257
C30 -6.724 3.024 -1.371
C31 -6.489 2.015 -2.296
C32 -5.431 1.142 -2.115
H21 -4.194 2.410 0.805
H22 -6.098 3.966 0.455
H23 -7.553 3.703 -1.521
H24 -7.131 1.911 -3.162
H25 -5.227 0.352 -2.826
C33 1.409 1.367 -6.179
C34 0.709 0.243 -5.455
O1 0.406 0.696 -4.121
P3 -0.399 -0.343 -3.174
O2 -1.919 -0.085 -3.725
C35 -2.719 -1.280 -3.907
C36 -3.512 -1.140 -5.184
O3 -0.368 0.647 -1.825
C37 -0.652 2.082 -1.946
C38 0.635 2.867 -1.905
H26 1.639 1.070 -7.203
H27 2.343 1.617 -5.675
H28 0.777 2.255 -6.212
H29 1.349 -0.641 -5.386
H30 -0.222 -0.030 -5.962
H31 -3.371 -1.394 -3.039
H32 -2.070 -2.159 -3.930
H33 -4.182 -0.278 -5.140
H34 -4.111 -2.036 -5.357
H35 -2.846 -1.002 -6.036
H36 -1.277 2.330 -1.093
H37 -1.214 2.224 -2.868
H38 1.156 2.666 -0.967
H39 0.410 3.936 -1.942
H40 1.282 2.610 -2.742
C39 -1.530 7.882 7.451
C40 -1.335 6.803 6.414
O4 -0.401 6.052 6.402
S3 -2.643 6.773 5.192
C41 -2.114 5.420 4.184
C42 -2.687 4.165 4.354
C43 -2.296 3.105 3.554
C44 -1.322 3.286 2.570
C45 -0.740 4.549 2.415
C46 -1.136 5.606 3.212
C47 -0.940 2.205 1.713
C48 -0.605 1.304 0.971
H41 -0.678 8.560 7.399
H42 -1.530 7.411 8.434
H43 -2.452 8.441 7.311
H44 -3.436 4.021 5.123
H45 -2.730 2.123 3.695
H46 0.023 4.686 1.660
H47 -0.685 6.583 3.088

Atom charges from the Löwdin analysis, given in e for atoms 1 to 99: atom 1 (Al): -0.16, atom 2 (S): 0.20, atom 3 (P): 0.38, atom 4 (C): -0.58, atom 5 (P): 0.50, atom 6 (S): 0.43, atom 7 (C): -0.34, atom 8 (C): -0.10, atom 9 (C): -0.08, atom 10 (C): -0.09, atom 11 (C): -0.08, atom 12 (C): -0.09, atom 13 (C): -0.33, atom 14 (C): -0.09, atom 15 (C): -0.08, atom 16 (C): -0.08, atom 17 (C): -0.07, atom 18 (C): -0.10, atom 19 (C): -0.37, atom 20 (C): -0.11, atom 21 (C): -0.10, atom 22 (C): -0.10, atom 23 (C): -0.08, atom 24 (C): -0.10, atom 25 (C): -0.33, atom 26 (C): -0.09, atom 27 (C): -0.08, atom 28 (C): -0.09, atom 29 (C): -0.09, atom 30 (C): -0.10, atom 31 (H): 0.11, atom 32 (H): 0.10, atom 33 (H): 0.10, atom 34 (H): 0.10, atom 35 (H): 0.08, atom 36 (H): 0.11, atom 37 (H): 0.11, atom 38 (H): 0.10, atom 39 (H): 0.10, atom 40 (H): 0.09, atom 41 (H): 0.09, atom 42 (H): 0.11, atom 43 (H): 0.10, atom 44 (H): 0.10, atom 45 (H): 0.09, atom 46 (H): 0.09, atom 47 (H): 0.10, atom 48 (H): 0.10, atom 49 (H): 0.10, atom 50 (H): 0.06, atom 51 (N): 0.26, atom 52 (C): -0.03, atom 53 (C): -0.19, atom 54 (C): 0.00, atom 55 (C): -0.06, atom 56 (C): -0.06, atom 57 (C): -0.06, atom 58 (C): -0.01, atom 59 (H): 0.12, atom 60 (H): 0.11, atom 61 (H): 0.11, atom 62 (H): 0.11, atom 63 (H): 0.11, atom 64 (C): -0.06, atom 65 (C): -0.28, atom 66 (O): -0.30, atom 67 (P): 0.93, atom 68 (O): -0.30, atom 69 (C): -0.31, atom 70 (C): -0.07, atom 71 (O): -0.38, atom 72 (C): -0.24, atom 73 (C): -0.05, atom 74 (H): 0.08, atom 75 (H): 0.07, atom 76 (H): 0.08, atom 77 (H): 0.10, atom 78 (H): 0.11, atom 79 (H): 0.10, atom 80 (H): 0.08, atom 81 (H): 0.07, atom 82 (H): 0.08, atom 83 (H): 0.07, atom 84 (H): 0.09, atom 85 (H): 0.12, atom 86 (H): 0.08, atom 87 (H): 0.09, atom 88 (H): 0.07, atom 89 (C): -0.08, atom 90 (C): -0.75, atom 91 (O): 0.04, atom 92 (S): 1.01, atom 93 (C): -0.55, atom 94 (C): -0.09, atom 95 (C): -0.03, atom 96 (C): -0.24, atom 97 (C): -0.02, atom 98 (C): -0.09, atom 99 (C): -0.07

=====

3.
A structure of composition C48H47BrN8O2PSTl. Source: OMol25; level of theory: wB97M-V/def2-TZVPD.

Results
Kohn-Sham gap: 6.77 eV
total charge: +2
energy above the lowest of the compared OMol25 structures with the same formula, charge and spin: 8.2 kJ/mol
lowest unoccupied orbital energy: -5.18 eV
highest occupied orbital energy: -12.0 eV
energy: -5931.47529 Eh

Atoms and positions in Å:
Tl1 0.321 -0.632 1.386
C1 3.115 -1.279 4.362
O1 2.866 -1.001 3.000
C2 3.932 -0.514 2.278
C3 5.206 -0.349 2.761
C4 6.197 0.186 1.929
Br1 7.974 0.335 2.601
C5 5.907 0.580 0.649
C6 4.615 0.387 0.123
C7 3.600 -0.207 0.922
O2 2.436 -0.494 0.456
C8 4.310 0.731 -1.229
N1 3.100 0.625 -1.797
C9 3.179 1.031 -3.109
C10 2.243 1.114 -4.128
C11 2.681 1.592 -5.349
C12 4.012 1.960 -5.565
C13 4.959 1.862 -4.564
C14 4.519 1.398 -3.335
N2 5.182 1.196 -2.145
H1 3.868 -2.063 4.482
H2 2.178 -1.639 4.782
H3 3.444 -0.381 4.897
H4 5.480 -0.629 3.764
H5 6.686 1.036 0.062
H6 2.289 0.304 -1.261
H7 1.218 0.825 -3.966
H8 1.978 1.677 -6.163
H9 4.311 2.322 -6.537
H10 5.994 2.122 -4.724
H11 6.167 1.338 -1.988
N3 -0.452 -1.699 3.501
C15 -1.552 -1.079 4.262
C16 -1.081 -0.125 5.356
C17 -0.752 1.306 4.933
C18 0.636 1.522 4.331
N4 0.650 1.350 2.873
H12 -0.776 -2.573 3.095
H13 0.308 -1.929 4.136
H14 -2.140 -1.868 4.741
H15 -2.203 -0.562 3.554
H16 -0.221 -0.554 5.873
H17 -1.890 -0.062 6.084
H18 -0.821 1.926 5.826
H19 -1.508 1.663 4.234
H20 1.350 0.824 4.767
H21 0.963 2.539 4.577
H22 1.568 1.598 2.509
H23 -0.014 2.005 2.459
N5 -2.430 -3.828 -0.716
C19 -3.808 -3.555 -0.756
C20 -4.651 -4.442 -1.406
C21 -6.015 -4.190 -1.472
C22 -6.536 -3.050 -0.893
C23 -5.698 -2.167 -0.217
C24 -4.345 -2.425 -0.149
S1 -3.261 -1.315 0.763
N6 -1.764 -2.058 0.675
C25 -1.512 -3.136 0.011
C26 -0.136 -3.670 0.083
C27 0.226 -4.884 -0.507
C28 1.525 -5.349 -0.377
C29 2.437 -4.603 0.352
C30 2.000 -3.415 0.912
N7 0.766 -2.957 0.775
H24 -2.159 -4.664 -1.209
H25 -4.236 -5.332 -1.857
H26 -6.658 -4.895 -1.974
H27 -7.592 -2.842 -0.953
H28 -6.098 -1.287 0.260
H29 -0.486 -5.484 -1.053
H30 1.817 -6.280 -0.836
H31 3.457 -4.928 0.480
H32 2.668 -2.799 1.490
N8 0.128 0.703 -0.149
P1 -1.052 1.477 -0.826
C31 -0.180 2.592 -1.961
C32 0.981 3.196 -1.491
C33 1.662 4.095 -2.289
C34 1.191 4.378 -3.563
C35 0.047 3.758 -4.039
C36 -0.642 2.859 -3.241
C37 -2.223 0.504 -1.831
C38 -3.585 0.778 -1.872
C39 -4.419 -0.009 -2.645
C40 -3.897 -1.070 -3.369
C41 -2.539 -1.351 -3.321
C42 -1.702 -0.570 -2.544
C43 -2.127 2.563 0.184
C44 -2.596 3.765 -0.337
C45 -3.440 4.561 0.418
C46 -3.817 4.159 1.690
C47 -3.358 2.958 2.209
C48 -2.512 2.160 1.457
H33 1.337 2.946 -0.502
H34 2.553 4.581 -1.916
H35 1.714 5.090 -4.183
H36 -0.316 3.980 -5.032
H37 -1.536 2.373 -3.607
H38 -3.988 1.605 -1.306
H39 -5.476 0.210 -2.685
H40 -4.551 -1.677 -3.976
H41 -2.132 -2.170 -3.897
H42 -0.640 -0.777 -2.478
H43 -2.312 4.065 -1.336
H44 -3.805 5.491 0.008
H45 -4.479 4.779 2.273
H46 -3.673 2.639 3.192
H47 -2.165 1.202 1.833

Atom charges from the Löwdin analysis, given in e for atoms 1 to 99: atom 1 (Tl): 0.97, atom 2 (C): -0.06, atom 3 (O): -0.16, atom 4 (C): -0.20, atom 5 (C): -0.05, atom 6 (C): -0.66, atom 7 (Br): 0.77, atom 8 (C): -0.07, atom 9 (C): -0.06, atom 10 (C): -0.28, atom 11 (O): -0.19, atom 12 (C): -0.15, atom 13 (N): 0.23, atom 14 (C): -0.16, atom 15 (C): 0.00, atom 16 (C): -0.06, atom 17 (C): -0.06, atom 18 (C): 0.01, atom 19 (C): -0.16, atom 20 (N): 0.21, atom 21 (H): 0.11, atom 22 (H): 0.08, atom 23 (H): 0.11, atom 24 (H): 0.10, atom 25 (H): 0.10, atom 26 (H): 0.13, atom 27 (H): 0.11, atom 28 (H): 0.11, atom 29 (H): 0.11, atom 30 (H): 0.12, atom 31 (H): 0.17, atom 32 (N): 0.01, atom 33 (C): -0.23, atom 34 (C): -0.17, atom 35 (C): -0.17, atom 36 (C): -0.22, atom 37 (N): -0.01, atom 38 (H): 0.08, atom 39 (H): 0.07, atom 40 (H): 0.13, atom 41 (H): 0.09, atom 42 (H): 0.12, atom 43 (H): 0.12, atom 44 (H): 0.12, atom 45 (H): 0.10, atom 46 (H): 0.10, atom 47 (H): 0.13, atom 48 (H): 0.09, atom 49 (H): 0.07, atom 50 (N): 0.14, atom 51 (C): -0.24, atom 52 (C): -0.01, atom 53 (C): -0.06, atom 54 (C): -0.06, atom 55 (C): -0.09, atom 56 (C): -0.41, atom 57 (S): 1.01, atom 58 (N): -0.31, atom 59 (C): -0.34, atom 60 (C): -0.17, atom 61 (C): 0.02, atom 62 (C): -0.01, atom 63 (C): 0.00, atom 64 (C): -0.09, atom 65 (N): 0.06, atom 66 (H): 0.13, atom 67 (H): 0.12, atom 68 (H): 0.12, atom 69 (H): 0.11, atom 70 (H): 0.12, atom 71 (H): 0.11, atom 72 (H): 0.13, atom 73 (H): 0.12, atom 74 (H): 0.10, atom 75 (N): -0.32, atom 76 (P): 0.78, atom 77 (C): -0.31, atom 78 (C): -0.10, atom 79 (C): -0.07, atom 80 (C): -0.07, atom 81 (C): -0.07, atom 82 (C): -0.09, atom 83 (C): -0.33, atom 84 (C): -0.09, atom 85 (C): -0.07, atom 86 (C): -0.06, atom 87 (C): -0.07, atom 88 (C): -0.10, atom 89 (C): -0.29, atom 90 (C): -0.07, atom 91 (C): -0.05, atom 92 (C): -0.06, atom 93 (C): -0.07, atom 94 (C): -0.13, atom 95 (H): 0.10, atom 96 (H): 0.11, atom 97 (H): 0.11, atom 98 (H): 0.11, atom 99 (H): 0.11

=====

> energy of number 2 (C48H47AlNO4P3S3)?

-4674.22978 Eh

=====

> What is the formula in the third record?

C48H47BrN8O2PSTl

=====

> Among the records above, which one has the highest energy above the lowest of the compared OMol25 structures with the same formula, charge and spin?

C48H46AsFN2NaP2Si

=====

> Which of these has the highest lowest unoccupied orbital energy?

C48H46AsFN2NaP2Si